1.
{
  "formula": "C6H32O10",
  "method": "ωB97M-V/def2-TZVPD",
  "smiles": "CC(C)O.CC(C)O.O.O.O.O.O.O.O.O",
  "elements": ["C", "C", "C", "O", "H", "H", "H", "H", "H", "H", "H", "H", "C", "C", "C", "O", "H", "H", "H", "H", "H", "H", "H", "H", "O", "H", "H", "O", "H", "H", "O", "H", "H", "O", "H", "H", "O", "H", "H", "O", "H", "H", "O", "H", "H", "O", "H", "H"],
  "xyz": [[0.27430, -1.36447, 3.35618], [1.68638, -1.82374, 3.01557], [2.45682, -2.16999, 4.27399], [1.61053, -2.93476, 2.13001], [0.28104, -0.36371, 3.78839], [-0.21930, -1.98535, 4.10688], [-0.35429, -1.42648, 2.46943], [2.20097, -1.00748, 2.49114], [1.95127, -2.91135, 4.89577], [2.52490, -1.26355, 4.87924], [3.45387, -2.56150, 4.06169], [2.16069, -3.67761, 2.38639], [0.98378, 1.63882, -4.20209], [0.32934, 2.71385, -3.34837], [-0.67318, 3.51687, -4.17853], [-0.40926, 2.07773, -2.30878], [0.20256, 0.99742, -4.60861], [1.69702, 1.12714, -3.55005], [1.55902, 2.00993, -5.05305], [1.10439, 3.33025, -2.88278], [-1.11243, 4.35336, -3.64010], [-1.40104, 2.85762, -4.65547], [-0.21492, 3.96132, -5.07029], [0.19528, 1.86506, -1.58149], [1.06912, -2.43067, -0.91572], [1.49251, -1.75541, -1.45649], [1.59955, -2.47048, -0.10304], [-3.75880, -0.26785, 0.72679], [-4.03773, -1.16340, 0.94358], [-2.81620, -0.35294, 0.46124], [-1.07325, -0.35284, 0.03442], [-0.48841, 0.33325, 0.38920], [-0.62473, -1.18873, 0.22979], [-1.17107, -4.10120, -1.00240], [-1.20871, -4.21861, -1.95613], [-0.33076, -3.63578, -0.84435], [-2.23050, -0.26552, -2.60503], [-1.86307, -0.26533, -1.70618], [-1.93597, 0.56990, -2.98115], [1.59937, 1.57058, -0.38975], [1.93056, 1.55870, 0.51489], [2.27655, 1.11694, -0.90753], [-3.02089, 1.51289, 2.78573], [-3.36113, 0.95716, 2.05262], [-2.05396, 1.49941, 2.68308], [-0.30869, 1.81287, 2.33937], [0.55410, 1.83693, 2.76949], [-0.52568, 2.74077, 2.16249]],
  "atomic_forces_ev_per_a": [[-0.115, -0.217, 0.053], [-0.147, -0.364, 0.681], [0.104, 0.190, 0.215], [-0.331, 0.003, -0.810], [-0.055, 0.118, -0.285], [0.269, -0.277, -0.046], [-0.032, 0.395, 0.001], [0.068, -0.059, -0.037], [-0.229, -0.038, -0.217], [0.278, -0.078, 0.053], [0.078, 0.234, -0.041], [0.127, 0.144, 0.303], [0.336, 0.250, 0.061], [-0.511, -0.002, -0.503], [0.690, 0.305, -0.673], [-0.022, 0.128, 0.180], [0.160, -0.357, 0.257], [-0.180, -0.525, -0.235], [-0.048, 0.310, 0.092], [-0.085, 0.320, -0.205], [-0.325, -0.301, 0.192], [-0.360, -0.071, 0.640], [0.462, 0.042, 0.266], [-0.247, 0.058, -0.204], [0.556, 0.318, 0.482], [-0.227, -0.081, -0.148], [-0.162, -0.201, 0.032], [0.405, -0.116, -0.076], [-0.031, 0.073, -0.017], [-0.558, 0.013, 0.054], [0.447, -0.054, 0.322], [-0.217, 0.021, -0.012], [-0.067, 0.013, -0.335], [0.212, -0.016, 0.235], [-0.026, 0.090, 0.031], [-0.421, -0.170, -0.318], [-0.038, -0.207, -0.042], [-0.055, 0.081, -0.364], [0.092, 0.047, 0.235], [0.338, -0.255, 0.096], [-0.104, 0.088, -0.042], [-0.063, 0.096, 0.028], [0.257, -0.033, -0.278], [0.032, 0.149, 0.381], [-0.681, -0.241, 0.175], [0.618, 0.348, -0.312], [-0.177, -0.002, 0.147], [-0.014, -0.165, -0.016]],
  "mulliken_charge": [-1.01, 0.95, -1.58, -0.51, 0.30, 0.38, 0.11, -0.12, 0.40, 0.39, 0.44, 0.30, -1.09, 0.48, -1.45, -0.38, 0.27, 0.19, 0.41, 0.34, 0.33, 0.34, 0.41, 0.18, -0.67, 0.26, 0.31, -0.70, 0.30, 0.47, -0.61, 0.24, 0.21, -0.64, 0.31, 0.36, -0.67, 0.47, 0.31, -0.61, 0.27, 0.27, -0.69, 0.42, 0.35, -0.62, 0.28, 0.28]
}

---

2.
{
  "formula": "C6H33N2O10",
  "method": "ωB97M-V/def2-TZVPD",
  "total_charge": 1,
  "elements": ["C", "C", "C", "C", "C", "C", "N", "N", "H", "H", "H", "H", "H", "H", "H", "H", "H", "H", "H", "H", "H", "H", "H", "O", "H", "H", "O", "H", "H", "O", "H", "H", "O", "H", "H", "O", "H", "H", "O", "H", "H", "O", "H", "H", "O", "H", "H", "O", "H", "H", "O"],
  "xyz": [[-0.42092, -2.30077, -1.32309], [-0.20667, -1.36388, -0.19283], [-1.19191, -0.22921, 0.02877], [-2.54018, -0.69649, 0.61106], [-3.11002, -0.23992, 1.73526], [-4.02073, -2.49374, 0.05872], [-3.31708, -1.50067, -0.36875], [1.20578, -0.77431, -0.35738], [0.27782, -3.15525, -1.33786], [-1.36816, -2.92567, -1.27737], [-0.56770, -1.77402, -2.24458], [-0.15638, -1.91737, 0.74427], [-0.72001, 0.50845, 0.73961], [-1.55854, 0.35848, -0.90483], [-3.99986, -0.62972, 2.05584], [-2.68205, 0.39310, 2.45695], [-4.47685, -3.11703, -0.68264], [-4.18877, -2.79570, 1.08364], [1.33245, -0.35405, -1.28516], [1.35302, -0.07002, 0.37758], [2.04895, -1.35932, -0.24361], [-3.81303, -0.62739, -1.99653], [-4.63031, 0.23896, -3.02047], [-4.09013, 0.29405, -2.23774], [4.95072, 2.47197, -0.05719], [3.64546, 2.86068, -0.28844], [4.33706, 2.44819, -0.81303], [1.83718, -0.16229, 2.76950], [1.24430, 1.04756, 3.38541], [1.26538, 0.57877, 2.51632], [1.96193, -4.17814, 0.76332], [1.23358, -4.55803, -0.65484], [1.78708, -3.91142, -0.18031], [4.18945, -3.05446, -0.50020], [4.68435, -1.97923, 0.47029], [3.98475, -2.18710, -0.18448], [0.53209, 4.35637, 2.80534], [0.63649, 4.17003, 1.41412], [1.14795, 3.92532, 2.19727], [-2.74754, 2.09337, 0.30028], [-3.44093, 1.40720, -0.84829], [-3.03905, 2.28688, -0.61303], [0.61099, 2.65861, -0.32754], [1.73979, 1.97103, 0.47422], [1.33023, 2.00652, -0.40541], [-1.43345, 3.37583, -0.34314], [-0.40453, 4.29553, -0.97411], [-0.58502, 3.74536, -0.19971], [3.39133, 0.98227, -0.86045], [4.41280, -0.14107, -1.34453], [3.56889, 0.02176, -0.92023]],
  "atomic_forces_ev_per_a": [[-1.935, -2.508, -0.430], [1.209, -0.157, 0.654], [-1.509, 1.534, -0.343], [-0.590, 0.114, -0.553], [1.847, -0.727, -1.508], [1.050, 1.385, -0.752], [0.326, -1.102, 2.062], [-0.521, -0.014, 0.495], [0.157, 1.429, -0.448], [0.627, 1.246, 0.529], [0.504, 0.234, -0.771], [0.071, -0.070, 0.085], [-0.588, -0.686, -0.682], [1.344, -1.053, 1.122], [-2.497, -0.762, 0.348], [1.052, 0.809, 0.462], [-0.509, -0.141, -0.430], [0.358, 0.162, 0.430], [-0.023, 0.331, 0.500], [-0.293, 0.268, -0.700], [-0.368, -0.807, -0.256], [-0.324, 0.951, -0.140], [-0.266, 0.070, -0.362], [0.573, -0.929, 0.443], [0.804, -0.457, -0.750], [-1.112, 0.539, -0.726], [0.493, 1.019, 1.555], [-0.091, -0.044, -0.322], [-0.266, 0.033, -1.160], [0.465, -0.068, 1.308], [-0.514, -0.107, -1.694], [0.530, -0.083, 0.950], [0.314, -0.332, 1.062], [0.090, -1.042, -0.233], [-0.595, -0.111, -0.643], [0.670, 0.225, 1.209], [0.507, -0.159, 0.763], [0.347, -0.385, -0.691], [-0.883, 0.477, -0.021], [-0.431, 0.282, -0.375], [0.105, 1.222, -0.526], [0.134, -1.124, 1.027], [-0.169, 0.038, 0.090], [-0.389, 0.211, -0.027], [0.939, -0.471, 0.282], [-1.810, -0.761, -0.554], [-0.172, 0.033, 0.115], [1.576, 1.244, 0.085], [0.945, -0.567, -0.641], [-0.029, 0.383, -0.016], [-1.149, 0.422, 0.175]],
  "mulliken_charge": [-1.40, -0.03, 0.68, -0.31, -1.07, -0.48, -0.17, 0.06, 0.24, 0.31, 0.43, 0.15, 0.05, 0.41, 0.36, 0.34, 0.29, 0.28, 0.47, -0.02, 0.39, 0.35, 0.29, -0.66, 0.35, 0.30, -0.66, 0.27, 0.26, -0.52, 0.30, 0.33, -0.60, 0.25, 0.28, -0.54, 0.30, 0.30, -0.61, 0.35, 0.30, -0.71, 0.30, 0.35, -0.64, 0.31, 0.33, -0.62, 0.39, 0.26, -0.58]
}

---

3.
{
  "formula": "C6H33NO11",
  "method": "ωB97M-V/def2-TZVPD",
  "smiles": "C=CCN/C=C/C.O.O.O.O.O.O.O.O.O.O.O",
  "elements": ["C", "C", "C", "N", "C", "C", "C", "H", "H", "H", "H", "H", "H", "H", "H", "H", "H", "H", "O", "H", "H", "O", "H", "H", "O", "H", "H", "O", "H", "H", "O", "H", "H", "O", "H", "H", "O", "H", "H", "O", "H", "H", "O", "H", "H", "O", "H", "H", "O", "H", "H"],
  "xyz": [[-3.54369, -0.08632, 0.62368], [-2.78792, 0.61238, -0.24620], [-1.39932, 1.09757, 0.06547], [-0.41528, 0.27488, -0.57916], [0.92018, 0.70840, -0.77283], [2.11819, 0.12589, -0.55893], [3.38921, 0.85625, -0.85545], [-3.04749, -0.26800, 1.64556], [-4.48569, -0.44121, 0.42221], [-3.18083, 0.93973, -1.15912], [-1.28938, 2.19230, -0.48809], [-1.22067, 1.21989, 1.09522], [-0.33939, -0.62260, 0.00175], [0.88763, 1.59190, -1.53465], [2.32446, -0.91073, -0.26631], [3.25965, 1.59784, -1.66156], [3.66940, 1.54445, 0.00571], [4.09322, 0.16087, -1.11662], [-3.27028, -3.23923, -0.21354], [-3.59782, -2.25445, -0.18339], [-2.59393, -3.22073, 0.41437], [-0.09429, 3.33159, -1.33627], [0.81427, 3.39987, -1.27834], [-0.34637, 4.12921, -1.85971], [0.72076, 1.87291, -3.65208], [0.03793, 1.11985, -3.51319], [0.11888, 2.53473, -3.71672], [1.11788, -2.36826, 1.87460], [1.73775, -2.28683, 1.07957], [1.48838, -1.77432, 2.48539], [0.95342, 2.55597, 3.00461], [0.12649, 2.87520, 2.77064], [0.62069, 1.86099, 3.65004], [0.72916, -2.96358, -3.60918], [1.24125, -3.31841, -2.87419], [-0.00793, -2.43421, -3.29026], [3.14024, 1.18938, 2.77011], [2.57393, 1.63592, 3.41793], [2.65192, 1.42265, 1.99274], [2.46244, -3.23517, -0.31471], [2.26238, -4.13692, -0.37362], [2.06733, -2.73014, -1.09815], [-1.50914, -3.06252, 1.82246], [-0.64515, -3.07550, 1.62903], [-1.64248, -3.67647, 2.51409], [-1.83203, 0.30566, -3.12847], [-1.84563, -0.62705, -3.28382], [-1.41912, 0.33207, -2.23466], [-1.28066, 1.84971, 4.18167], [-1.92923, 2.35092, 3.59350], [-1.80331, 1.04365, 4.13888]],
  "atomic_forces_ev_per_a": [[4.167, 1.414, 1.410], [-0.456, -0.715, 2.304], [-0.561, 3.686, -2.931], [1.446, -3.825, 1.275], [0.142, 1.711, -2.133], [-0.943, 0.031, -0.197], [-1.899, 3.177, 0.811], [-1.095, -0.132, -1.556], [-2.165, -0.601, -0.308], [-0.551, 0.031, -1.404], [-0.384, -2.873, 1.909], [0.196, 0.100, 1.561], [-0.454, 1.274, -1.180], [0.594, -1.586, 2.086], [-0.686, 0.562, 0.591], [-0.035, -0.490, -0.105], [0.178, -1.325, -0.706], [2.292, -1.292, -0.439], [-3.055, 2.935, -2.011], [0.949, -2.942, -0.232], [1.931, -0.103, 1.932], [-3.288, 2.021, -1.126], [3.171, 0.112, 0.319], [0.095, -0.792, 0.630], [0.795, -4.926, 0.412], [1.714, 1.210, -0.465], [-2.528, 3.624, -0.445], [0.551, -0.695, -2.664], [-1.115, -0.670, 1.440], [0.611, 1.299, 1.490], [1.359, -2.052, 1.804], [-2.220, 1.405, -1.024], [0.689, 1.146, -1.018], [0.242, -0.073, -0.385], [-0.474, 0.166, -0.063], [0.221, -0.175, 0.389], [0.251, -0.296, 0.954], [0.712, -0.128, -0.077], [-0.322, 0.062, -0.965], [-0.063, 3.467, -1.543], [-0.646, -2.040, -0.343], [0.851, -1.405, 1.554], [-5.069, 0.881, 0.194], [5.445, 0.204, -0.906], [-0.272, -0.989, 1.081], [0.571, 0.810, 0.516], [-0.275, -0.944, -0.460], [-0.028, -0.014, -0.224], [-2.443, 0.671, -1.427], [1.485, -0.085, 1.094], [0.370, -0.831, 0.580]],
  "mulliken_charge": [-1.70, 0.31, -0.29, 0.30, 0.80, -0.62, -1.43, 0.10, 0.73, 0.49, 0.14, 0.60, -0.03, -0.15, -0.08, 0.33, 0.23, 0.46, -0.67, 0.34, 0.41, -0.54, 0.28, 0.24, -0.65, 0.37, 0.29, -0.62, 0.36, 0.30, -0.71, 0.23, 0.42, -0.60, 0.27, 0.32, -0.64, 0.37, 0.34, -0.65, 0.29, 0.37, -0.61, 0.31, 0.25, -0.72, 0.28, 0.27, -0.70, 0.33, 0.32]
}

---

Number 1: orbital gap 9.176 eV, electronic energy -27216.47173 eV. Number 2: orbital gap 9.959 eV, electronic energy -30205.63157 eV. Number 3: orbital gap 8.442 eV, electronic energy -30765.98955 eV.